No. 1
DFT (wB97M-V/def2-TZVPD) results for a gas-phase ion, C4H7N2O2 (charge +1).

```
15
Properties=species:S:1:pos:R:3:lowdin_charge:R:1
O -2.3583 -0.8192 0.6411 0.21
O -2.5797 1.1953 -0.2119 0.15
N 1.7807 1.1407 0.3714 0.18
N -0.5258 0.2333 -0.3998 0.06
C 0.0739 -0.9903 -0.4408 -0.10
C 2.2301 -0.0259 0.2257 -0.10
C -1.8274 0.1631 0.0407 -0.49
C 1.3868 -1.0879 -0.2084 -0.05
H -2.2085 1.9732 -0.8374 0.24
H -3.3653 -0.7320 0.7458 0.22
H 0.8260 1.1758 -0.1974 0.14
H -0.7014 -1.7774 -0.5365 0.15
H 1.7276 -2.0525 -0.3202 0.09
H 2.2825 1.9666 0.6591 0.15
H 3.2587 -0.3627 0.4687 0.16
```

Computed properties:
**LUMO**: -0.1607 hartree
**SMILES**: [NH2+]=C/C=C\N=C(O)O
**Charge**: +1
**2S+1**: 1
**HOMO energy**: -0.490 Eh
**ΔE to the lowest compared entry with this formula, charge and spin**: 85.4 kJ/mol
**Frontier orbital gap**: 0.3295 hartree



No. 2
DFT (wB97M-V/def2-TZVPD) results for 5 unconnected molecules or ions with the total composition C28H43ClF4N5O14.

```
95
Properties=species:S:1:pos:R:3:lowdin_charge:R:1
Cl -1.1688 -2.4716 4.7158 0.84
F -10.0511 4.2396 -3.3772 0.08
F 7.6461 1.4319 8.4704 0.09
F -2.8147 -1.4259 -1.8820 0.02
F 0.9198 5.7265 -2.9630 0.07
O -5.8325 1.7928 -2.0712 0.19
O -1.3442 2.7247 -5.2818 0.18
O 6.3337 -0.2028 7.6358 0.14
O -10.3586 2.9297 -5.1913 0.13
O 3.7590 1.3017 -2.7667 0.14
O -3.8387 1.6292 -3.1083 0.09
O -1.7179 4.9338 -5.0205 0.08
O 6.7563 0.0207 5.4686 0.07
O 2.1520 0.0053 -1.9142 -0.07
O -8.3387 2.0170 -5.3660 0.07
O 0.1722 4.0464 -4.2635 0.11
O 5.0258 -1.2537 6.1321 0.17
O -4.6390 -0.1261 -2.0025 0.13
O -9.8048 1.7899 -7.0621 0.19
N -0.2184 -1.3769 3.8555 -0.44
N -0.7355 -5.7655 -1.2955 0.00
N 0.3467 -0.2607 1.9052 0.21
N -1.1805 -1.0151 0.5491 0.15
N -1.4212 -1.6164 1.7625 0.01
C -0.4540 -1.1219 2.5672 -0.33
C -1.0778 5.9638 -4.2610 -0.04
C -3.5346 -0.6036 -2.7223 -0.28
C -4.8697 1.1774 -2.3647 -0.53
C 3.9923 -1.6249 1.5108 -0.20
C 2.9672 -1.1558 -2.1767 -0.15
C 3.2483 -0.2750 3.5800 -0.21
C -8.3121 2.8103 -4.1775 -0.05
C -1.0078 3.7943 -4.9042 -0.54
C 2.6926 1.2011 -2.2467 -0.54
C -9.7885 3.0202 -3.9018 -0.31
C 0.9255 -0.7666 4.5715 -0.18
C -0.1321 -0.2313 0.6870 -0.09
C 5.9455 -0.5469 6.3859 -0.55
C 3.9542 -1.4959 -1.0459 -0.15
C -1.0577 -4.3418 0.6939 -0.19
C -2.5451 -2.5526 1.8779 -0.12
C -9.5272 2.2045 -5.9914 -0.55
C -1.5472 -4.6954 -0.7168 -0.29
C -2.7869 0.6669 -3.0910 -0.05
C 7.6002 0.4338 7.5647 -0.31
C 1.7868 2.3296 -1.8555 0.03
C -2.1645 -4.0304 1.7132 -0.16
C 0.3454 5.4467 -4.1581 -0.31
C 7.6295 0.9422 6.1340 -0.04
C 4.4080 -0.8697 2.7758 -0.20
C 2.3091 -1.3137 4.1946 -0.17
C 3.7588 -0.7387 0.2759 -0.19
H 3.0563 -2.1612 1.7122 0.09
H -7.7769 2.2909 -3.3900 0.11
H 2.0666 2.6594 -0.8502 0.10
H 0.8617 0.3131 4.4262 0.13
H -1.5293 6.0172 -3.2692 0.15
H -7.8338 3.7686 -4.3871 0.15
H 4.4283 0.1246 0.3150 0.12
H -2.0746 0.9301 -2.3046 0.14
H -2.5830 -5.0408 -0.6572 0.11
H -1.5517 -3.7977 -1.3512 0.09
H 3.8521 -2.5665 -0.8488 0.11
H -0.3446 -3.5147 0.6286 0.10
H 7.2024 1.9446 6.0862 0.15
H 0.7463 2.0100 -1.8299 0.07
H 2.7814 -1.6797 5.1086 0.10
H 2.2474 -1.9621 -2.3208 0.12
H -10.2459 2.2649 -3.2603 0.17
H 4.9909 -1.5140 3.4374 0.11
H 2.1883 -2.1851 3.5457 0.11
H 0.7070 -0.9685 5.6187 0.10
H -3.0264 -2.3769 2.8349 0.10
H -1.8883 -4.4332 2.6871 0.09
H -1.7457 -1.2031 -0.2700 0.14
H -2.2859 0.6375 -4.0532 0.13
H -3.2590 -2.2361 1.1130 0.13
H -0.4859 -5.1929 1.0736 0.12
H 5.0696 -0.0490 2.4817 0.11
H 2.6903 0.4431 2.9682 0.10
H -1.1731 6.9168 -4.7708 0.14
H 8.3729 -0.2965 7.8084 0.17
H 4.7251 -2.4001 1.2708 0.11
H -3.0826 -4.5374 1.4054 0.12
H 3.6762 0.2970 4.4091 0.10
H 2.7410 -0.3527 0.3211 0.08
H -3.8671 -1.2070 -3.5661 0.18
H 0.2311 -5.6881 -1.0028 0.06
H -0.7429 -5.7418 -2.3068 0.07
H 8.6104 0.9245 5.6707 0.14
H 4.9727 -1.3434 -1.4072 0.12
H 0.2731 0.3328 -0.1435 0.13
H 3.4873 -0.9882 -3.1189 0.12
H 1.0136 5.7835 -4.9515 0.18
H 1.9166 3.1555 -2.5474 0.07
```

Computed properties:
**LUMO**: -0.0885 hartree
**Charge**: +1
**2S+1**: 1
**HOMO energy**: -0.434 Eh
**Frontier orbital gap**: 0.3458 hartree



No. 3
DFT (wB97M-V/def2-TZVPD) results for 2 unconnected molecules or ions with the total composition CH3N4.

```
8
Properties=species:S:1:pos:R:3:lowdin_charge:R:1
N 1.0404 0.7650 0.1264 0.30
N -1.0926 -0.3523 0.0322 0.22
N 3.3872 -0.0151 0.1503 0.02
N 4.4286 -0.2985 -0.0865 0.10
C 0.0069 0.2790 -0.0232 -0.17
H 1.6982 1.4494 -0.2208 0.13
H -1.0144 -1.3463 -0.3966 0.22
H -1.8533 0.0438 0.6387 0.19
```

Computed properties:
**LUMO**: -0.1585 hartree
**Charge**: +1
**2S+1**: 1
**HOMO energy**: -0.637 Eh
**ΔE to the lowest compared entry with this formula, charge and spin**: 33.1 kJ/mol
**Frontier orbital gap**: 0.4783 hartree



No. 4
DFT (wB97M-V/def2-TZVPD) results for a molecular structure, C23H50NO5P2SSiV.

```
84
Properties=species:S:1:pos:R:3:mulliken_spin:R:1
V 0.0827 -0.0002 -0.1293 2.32
S -0.3423 1.7921 -1.4178 -0.25
P -0.6478 0.7890 1.9713 -0.08
P 0.4919 -1.2502 -2.0728 -0.06
Si 1.0097 3.3358 -1.0346 0.03
O 2.5988 2.9444 -0.9054 0.03
O 1.8280 -2.9966 1.7765 0.00
O 3.6801 -2.6391 -0.1022 0.00
O 0.5698 4.0702 0.3849 0.00
O 0.9745 4.3949 -2.2905 0.00
N -1.6052 -1.1806 -0.0753 -0.05
C -3.9604 -2.6559 0.0264 0.01
C 1.4925 4.6937 1.3595 0.00
C 1.1273 -0.5778 -3.6275 0.01
C 1.2420 -2.8755 -1.8605 -0.01
C 3.6835 1.8628 -2.7585 -0.01
C -3.4211 -2.0900 1.1789 0.00
C -1.0515 4.2298 -3.6452 0.00
C -1.9177 2.0983 1.8847 0.02
C 4.9776 2.8566 -0.8339 0.00
C 3.7813 3.0095 -1.7616 0.00
C -2.0888 -1.7715 -1.1909 0.02
C -0.6486 6.1803 -2.1176 0.00
C -2.2397 -1.3610 1.1016 0.01
C 0.7828 5.8382 -4.1639 0.00
C -3.2849 -2.4785 -1.1763 0.00
C 0.6309 5.2059 2.5056 0.00
C -1.5785 -0.7689 2.3212 0.00
C 3.9136 4.3545 -2.4622 0.00
C -1.2752 -1.6257 -2.4537 0.02
C 2.4766 3.6607 1.8917 0.00
C 2.2188 5.8562 0.6987 0.00
C -0.0047 5.1597 -3.0475 0.00
C 0.1607 1.0730 3.5663 0.00
H 3.1090 4.5409 -3.1782 0.00
H -1.4080 6.7567 -2.6659 0.00
H 2.2086 -0.4336 -3.5238 0.00
H 4.3934 -3.0805 -0.6017 0.00
H 1.2569 5.6700 3.2799 0.00
H 4.5563 1.8434 -3.4261 0.00
H 2.6188 -3.0312 1.1817 0.00
H -0.0700 5.9628 2.1404 0.00
H -1.7271 4.8185 -4.2804 0.00
H 0.9174 -1.2735 -4.4501 0.00
H 1.9488 2.7493 2.2020 0.00
H 4.9936 3.6631 -0.0903 0.00
H -1.1371 5.6853 -1.2680 0.00
H 0.7950 -3.3817 -0.9948 0.00
H 0.6647 0.3979 -3.8260 0.00
H 5.9085 2.9116 -1.4101 0.00
H 1.5522 6.4994 -3.7441 0.00
H -2.3344 -0.5482 3.0891 0.00
H 0.1132 6.8764 -1.7405 0.00
H 0.0702 4.3865 2.9676 0.00
H -1.4551 3.0033 1.4618 0.00
H -1.2922 -2.5653 -3.0322 0.00
H -3.8916 -2.1722 2.1592 0.00
H 3.9582 5.1796 -1.7393 0.00
H -0.5916 1.1997 4.3581 0.00
H 4.8654 4.3637 -3.0140 0.00
H 2.7842 1.9666 -3.3791 0.00
H -2.7332 1.7975 1.2177 0.00
H -1.6811 -0.8227 -3.0988 0.00
H 2.8726 5.5139 -0.1123 0.00
H 3.6375 0.9059 -2.2200 0.00
H 3.9673 -1.7140 -0.0105 0.00
H 4.9458 1.8947 -0.3131 0.00
H 1.1178 -3.4737 -2.7732 0.00
H -4.8815 -3.2274 0.0679 0.00
H 1.4950 6.5756 0.2939 0.00
H 2.8427 6.3768 1.4407 0.00
H 0.7956 1.9628 3.5139 0.00
H 0.7933 0.2043 3.7899 0.00
H -1.6527 3.7373 -2.8703 0.00
H -2.3104 2.2985 2.8916 0.00
H -0.8197 -1.4791 2.7330 0.00
H -0.5768 3.4630 -4.2745 0.00
H 3.0154 4.0706 2.7597 0.00
H -3.6346 -2.8961 -2.1228 0.00
H 3.2204 3.3920 1.1370 0.00
H 1.2710 5.0890 -4.7996 0.00
H 0.1157 6.4390 -4.7952 0.00
H 2.3028 -2.7256 -1.6103 0.00
H 2.0463 -3.5946 2.5090 0.00
```

Computed properties:
**LUMO (alpha / beta)**: -0.2856 / -0.2407 hartree
**Charge**: +2
**2S+1**: 3
**HOMO energy (alpha / beta)**: -0.540 / -0.541 Eh
**Frontier orbital gap (alpha / beta)**: 0.2547 / 0.3002 hartree



Q: What is the formula in the third record?
A: CH3N4